# C3H9NO2

A 2-piece molecular cluster, C3H9NO2 overall at a distorted geometry (the ωB97M-V functional and the def2-TZVPD basis, the Open Molecules 2025 dataset).

```
15
Properties=species:S:1:pos:R:3
C -3.095 0.864 0.091
C -1.614 1.100 0.233
O -1.284 1.298 1.588
O -0.812 1.240 -0.639
H -3.351 0.950 -0.960
H -3.470 1.635 0.782
H -3.562 0.027 0.626
C 2.581 -0.750 -0.881
N 2.321 -1.579 0.291
H -0.636 0.609 1.720
H 1.706 -2.349 0.089
H 3.224 -1.866 0.636
H 1.699 -0.381 -1.410
H 3.329 -1.032 -1.633
H 2.963 0.233 -0.534
```

The energy comes out at -324.91528 Eh. The SMILES is CC(=O)O.CN. The calculation puts the frontier orbital gap at 10.1 eV.